The following is a quantum chemistry calculation of a single C10H17NO4S2 molecule in a non-equilibrium geometry, from OMol25.

```
! RIJCOSX wB97M-V def2-TZVPD def2/J DEFGRID3
* xyz 0 1
S 2.07389 -3.63857 1.61515
S 1.80882 -1.68022 -0.66480
O -3.09251 1.42286 -1.82605
O -3.62110 1.87186 0.44544
O 2.10804 1.09600 1.39966
O -0.90110 2.43447 -1.71052
N 0.82204 -1.29460 2.11370
C 0.25110 -1.73056 -1.68164
C 0.28274 -0.47466 -2.69537
C -3.56944 1.05807 -0.51464
C -1.14312 0.20966 -2.96174
C -1.64630 1.18794 -1.79854
C 1.49373 -2.12689 1.10501
C -0.07345 -0.26632 1.52478
C 2.14139 0.80680 2.81644
C 0.69669 1.07283 1.01554
C 1.75489 -0.73837 3.13431
H 3.13267 1.03474 3.33063
H -1.02165 0.86712 -3.90990
H 0.14183 2.04077 1.26536
H 2.66762 -1.39847 3.34930
H 0.02562 2.17267 -1.90572
H -1.45149 0.63447 -0.79844
H 0.31948 -2.68000 -2.33981
H 0.70958 0.99219 -0.13948
H 1.06413 0.30332 -2.34312
H -1.95140 -0.56637 -3.25227
H -3.90782 -0.03229 -0.33277
H -0.77164 0.09063 2.37987
H -0.78928 -0.69486 0.72739
H -0.71558 -1.83402 -1.08226
H 1.30287 1.43884 3.30020
H 1.16252 -0.70197 4.13171
H 0.69621 -0.87708 -3.69743
*
```

Properties
Largest force on an atom (eV/Å): 5.58
Structure (SMILES): O=CO[C@H](O)CCCSC(=S)N1CCOCC1
LUMO (eV): -0.663

Here is what Löwdin gives for the atomic charges, in e: 0.6075, 0.8230, -0.0349, 0.0524, -0.1707, -0.0105, -0.2062, -0.4589, -0.2537, -0.2229, -0.1168, -0.3647, -0.9793, -0.1547, -0.1690, -0.1784, -0.1556, 0.1331, 0.1344, 0.1400, 0.1118, 0.0869, 0.1171, 0.0868, 0.0817, 0.0946, 0.1371, 0.1677, 0.1388, 0.1008, 0.0831, 0.1264, 0.1318, 0.1214